DFT (wB97M-V/def2-TZVPD) results for a structure of composition C11H30O2P2Tm in a non-equilibrium geometry.

Computed properties:
largest force on an atom	3.574	eV/A
ΔE to the lowest compared entry with this formula, charge and spin	2.276	eV
highest occupied orbital energy (alpha / beta)	-5.68 / -6.88	eV
gap between HOMO and LUMO (alpha / beta)	2.7 / 3.8	eV

ORCA input file:
```
! RIJCOSX wB97M-V def2-TZVPD def2/J DEFGRID3
* xyz 1 3
H 0.748 -1.102 4.916
H -1.138 -5.336 -1.588
H 0.416 2.036 0.272
C 0.805 1.335 3.594
Tm 2.227 -0.821 0.233
H -1.251 4.517 0.226
C 0.339 -2.368 -0.563
H -1.553 2.778 -3.816
C -0.944 -0.255 2.714
H -2.663 4.413 -0.858
C -1.668 -4.548 -1.037
H -1.536 -0.244 3.639
H 1.878 1.562 3.565
H 0.212 -2.285 -3.521
H -1.195 5.290 -1.370
O 5.428 0.820 -0.199
H -2.245 -2.073 -1.536
C -1.570 4.419 -0.818
O 1.216 -0.115 1.752
H -1.340 0.530 2.056
H 0.040 -1.565 0.162
H 0.277 2.113 3.028
H 0.473 1.392 4.639
H 0.194 2.479 -3.607
H -1.482 -2.728 -3.896
C 1.125 -1.150 3.886
P -1.099 -2.919 -1.564
H 0.792 -3.230 -0.032
H -1.487 -4.682 0.038
H -1.755 1.782 -1.311
H 1.116 1.734 -1.356
H 1.096 -1.956 -1.296
H -0.441 4.143 -3.555
H 1.299 3.339 -0.588
C 4.425 0.263 -0.079
C -0.598 -2.999 -3.299
P -0.920 2.904 -1.522
H -2.749 -4.618 -1.228
H 2.221 -1.067 3.910
C 0.538 -0.046 3.014
H 1.339 0.045 -1.140
H 0.875 -2.135 3.472
H -1.125 -1.219 2.225
C -0.649 3.102 -3.288
H -0.289 -4.022 -3.563
C 0.618 2.483 -0.712
*
```